21
Properties=species:S:1:pos:R:3 method="wB97M-V/def2-TZVPD" de_lowest_ev=9.834 largest_force_ev_per_a=5.220 lumo_energy_ev=-5.5837 homo_energy_ev=-8.7 gap_ev=3.1
C 1.364 0.465 -0.075
S 1.070 1.129 1.581
C -0.489 0.233 1.980
H 0.749 1.052 -0.769
H 2.443 0.729 -0.331
H 1.203 -0.610 -0.245
H -0.968 0.690 2.835
H -0.355 -0.832 2.246
H -1.088 0.257 1.038
H -2.505 2.483 -0.657
H -1.082 0.780 -1.885
O -0.772 0.003 -2.336
H -0.818 -0.738 -1.669
H -1.678 -2.778 -0.504
O -1.147 -2.005 -0.548
H -1.227 3.318 1.692
H -1.411 2.539 0.399
O -1.760 1.959 -0.520
H 1.355 -2.882 -2.035
H 0.425 -2.842 -0.964
O 1.501 -2.885 -1.080

=====

22
Properties=species:S:1:pos:R:3 method="wB97M-V/def2-TZVPD" de_lowest_ev=0.869 largest_force_ev_per_a=2.090 lumo_energy_ev=0.4687 homo_energy_ev=-8.4 gap_ev=8.9
C -1.854 1.315 0.440
S -1.483 0.175 -0.998
S -0.559 -1.511 -0.470
C 1.125 -1.278 -1.138
H -2.638 0.910 1.056
H -0.901 1.467 0.943
H -2.065 2.238 -0.093
H 1.796 -1.695 -0.384
H 1.231 -1.861 -2.052
H 1.480 -0.280 -1.380
O -3.582 -0.896 2.582
H -4.385 -0.923 2.049
H -3.764 -1.582 3.243
O 3.415 3.256 0.122
H 3.793 3.071 -0.758
H 3.256 4.231 0.082
O 4.740 1.862 -1.922
H 5.506 1.745 -1.357
H 4.442 0.924 -1.962
O -3.340 -3.677 0.986
H -3.083 -4.535 0.621
H -3.131 -2.955 0.390